{
  "formula": "C6H7N3",
  "method": "wB97M-V/def2-TZVPD",
  "lumo_energy_ev": 0.254,
  "homo_lumo_gap_ev": 9.02,
  "homo_energy_ev": -8.765,
  "max_force_ev_per_a": 3.69,
  "total_charge": 0,
  "e_tot_ha": -396.93266,
  "mol_weight_g_mol": 121.14,
  "smiles": "[H]/N=C(/NN=C)C(=C)C#C",
  "species": ["H", "N", "C", "N", "N", "C", "C", "C", "C", "C", "H", "H", "H", "H", "H", "H"],
  "coordinates": [[1.49, 2.20, 0.27], [0.48, 2.30, 0.16], [-0.08, 1.20, 0.11], [-1.49, 1.18, -0.16], [-2.37, 0.10, -0.17], [-2.01, -0.95, -0.79], [0.57, -0.17, 0.32], [0.20, -1.16, 1.07], [1.85, -0.18, -0.31], [2.96, -0.27, -0.71], [-2.01, 1.97, 0.17], [-2.67, -1.80, -0.58], [-1.11, -1.12, -1.42], [0.83, -2.04, 1.19], [-0.60, -1.08, 1.78], [3.96, -0.17, -0.95]]
}



{
  "formula": "C2H4NO2P",
  "method": "wB97M-V/def2-TZVPD",
  "lumo_energy_ev": 0.319,
  "homo_lumo_gap_ev": 10.11,
  "homo_energy_ev": -9.791,
  "max_force_ev_per_a": 4.54,
  "total_charge": 0,
  "e_tot_ha": -625.05731,
  "mol_weight_g_mol": 105.03,
  "smiles": "C1Cp2on2O1",
  "species": ["C", "C", "P", "O", "N", "O", "H", "H", "H", "H"],
  "coordinates": [[-0.69, 0.62, -0.21], [-0.47, -0.83, 0.26], [1.39, -1.09, 0.21], [1.88, 0.06, -0.82], [1.58, 0.63, 0.51], [0.45, 1.38, 0.28], [-0.69, 0.77, -1.44], [-1.58, 0.97, 0.20], [-0.84, -0.94, 1.25], [-1.04, -1.58, -0.23]]
}



{
  "formula": "C4H10N2",
  "method": "wB97M-V/def2-TZVPD",
  "lumo_energy_ev": 0.926,
  "homo_lumo_gap_ev": 7.70,
  "homo_energy_ev": -6.778,
  "max_force_ev_per_a": 2.47,
  "total_charge": 0,
  "e_tot_ha": -267.77753,
  "mol_weight_g_mol": 86.14,
  "species": ["C", "C", "N", "C", "N", "C", "H", "H", "H", "H", "H", "H", "H", "H", "H", "H"],
  "coordinates": [[1.25, 0.30, -0.16], [-1.76, 1.12, 0.79], [-1.00, 0.50, -0.32], [0.03, -0.49, 0.01], [2.47, -0.43, -0.44], [-0.20, -1.81, -0.04], [-1.64, 0.15, -1.03], [3.27, 0.19, -0.41], [2.42, -0.83, -1.37], [1.39, 0.99, 0.68], [0.16, 1.15, -0.72], [-2.31, 0.38, 1.37], [-2.45, 1.86, 0.40], [-1.05, 1.62, 1.44], [-1.19, -2.22, -0.24], [0.62, -2.50, 0.04]]
}



{
  "formula": "C22H36F6N2PSSi2W",
  "method": "wB97M-V/def2-TZVPD",
  "lumo_energy_ev": [2.436, 1.693],
  "homo_lumo_gap_ev": [6.20, 6.06],
  "homo_energy_ev": [-3.767, -4.365],
  "max_force_ev_per_a": 1.17,
  "total_charge": -1,
  "multiplicity": 3,
  "e_tot_ha": -2954.66020,
  "mol_weight_g_mol": 745.59,
  "species": ["W", "C", "C", "C", "C", "C", "H", "H", "H", "H", "H", "C", "Si", "C", "C", "N", "C", "C", "C", "C", "C", "C", "N", "Si", "C", "C", "C", "H", "H", "H", "H", "H", "H", "H", "H", "H", "H", "H", "H", "H", "H", "H", "H", "H", "H", "H", "H", "H", "H", "S", "C", "C", "C", "C", "C", "H", "H", "H", "H", "H", "H", "H", "H", "H", "F", "P", "F", "F", "F", "F", "F"],
  "coordinates": [[-0.66, 0.36, -0.18], [-1.43, 2.50, -0.53], [-2.21, 1.96, 0.54], [-3.07, 0.96, 0.01], [-2.73, 0.81, -1.36], [-1.78, 1.79, -1.71], [-0.86, 3.41, -0.49], [-2.30, 2.38, 1.53], [-3.82, 0.43, 0.56], [-3.23, 0.17, -2.06], [-1.41, 2.00, -2.70], [-1.66, -4.22, -0.19], [-2.12, -2.64, -1.15], [-2.54, -3.05, -2.97], [-3.81, -2.16, -0.43], [-0.84, -1.46, -1.17], [0.33, -1.76, -1.86], [0.67, -3.03, -2.33], [1.81, -3.25, -3.11], [2.63, -2.18, -3.41], [2.34, -0.92, -2.91], [1.23, -0.68, -2.11], [0.91, 0.55, -1.54], [2.08, 1.82, -1.59], [1.72, 3.40, -0.60], [3.76, 1.21, -0.93], [2.25, 2.51, -3.36], [-2.42, -4.43, 0.56], [-0.71, -4.10, 0.33], [-1.58, -5.09, -0.84], [-3.33, -3.81, -3.02], [-1.68, -3.43, -3.52], [-2.89, -2.16, -3.49], [-4.44, -3.05, -0.52], [-4.31, -1.35, -0.96], [-3.75, -1.92, 0.63], [0.04, -3.87, -2.08], [2.04, -4.25, -3.45], [3.52, -2.33, -4.03], [3.02, -0.11, -3.13], [1.32, 3.21, 0.39], [1.04, 4.07, -1.14], [2.67, 3.93, -0.48], [3.62, 0.26, -0.40], [4.17, 1.94, -0.22], [4.49, 1.05, -1.72], [1.34, 3.04, -3.65], [2.44, 1.74, -4.11], [3.07, 3.24, -3.40], [1.11, -0.76, 1.34], [0.44, 0.77, 1.48], [1.47, 2.16, 4.93], [1.70, 1.33, 3.67], [3.08, 1.59, 3.08], [0.59, 1.66, 2.66], [2.27, 1.99, 5.66], [0.52, 1.90, 5.39], [1.46, 3.23, 4.69], [1.60, 0.27, 3.91], [3.16, 2.62, 2.71], [3.29, 0.91, 2.26], [3.85, 1.46, 3.85], [0.70, 2.70, 2.32], [-0.37, 1.62, 3.19], [-1.97, -0.98, 1.77], [-2.55, -1.00, 3.34], [-2.54, -2.60, 3.28], [-4.06, -0.98, 2.75], [-1.04, -0.98, 3.88], [-2.55, 0.63, 3.33], [-3.12, -1.01, 4.84]]
}



{
  "formula": "C5H19NO3S",
  "method": "wB97M-V/def2-TZVPD",
  "lumo_energy_ev": 0.510,
  "homo_lumo_gap_ev": 9.02,
  "homo_energy_ev": -8.507,
  "max_force_ev_per_a": 3.34,
  "total_charge": 0,
  "e_tot_ha": -880.49783,
  "mol_weight_g_mol": 173.28,
  "smiles": "CSCC[C@@H](C)N.O.O.O",
  "species": ["C", "S", "C", "C", "C", "C", "N", "H", "H", "H", "H", "H", "H", "H", "H", "H", "H", "H", "H", "H", "O", "H", "H", "O", "H", "H", "O", "H", "H"],
  "coordinates": [[-0.65, -2.96, -1.00], [0.35, -1.97, -2.16], [-0.77, -0.47, -2.22], [0.00, 0.68, -1.53], [0.30, 0.51, 0.02], [1.29, 1.68, 0.22], [-0.82, 0.78, 0.92], [-1.17, -3.89, -1.32], [0.15, -3.44, -0.44], [-1.41, -2.47, -0.39], [-1.71, -0.70, -1.75], [-0.69, -0.14, -3.24], [1.03, 0.65, -1.90], [-0.40, 1.66, -1.75], [0.76, -0.44, 0.26], [0.90, 2.57, 0.69], [2.01, 1.43, 1.02], [1.77, 2.04, -0.69], [-1.41, -0.01, 1.17], [-1.34, 1.60, 0.60], [3.13, -1.35, 1.89], [2.50, -1.86, 1.38], [2.62, -0.84, 2.55], [-1.72, 3.29, -0.30], [-0.83, 3.51, -0.64], [-2.05, 4.07, 0.12], [-0.54, -1.04, 3.11], [-0.97, -1.88, 3.20], [-0.35, -0.99, 2.16]]
}



{
  "formula": "C9H16IN2O2",
  "method": "wB97M-V/def2-TZVPD",
  "lumo_energy_ev": -3.189,
  "homo_lumo_gap_ev": 9.88,
  "homo_energy_ev": -13.064,
  "max_force_ev_per_a": 5.80,
  "total_charge": 1,
  "e_tot_ha": -909.86010,
  "mol_weight_g_mol": 311.14,
  "smiles": "CC(C)(C)OC(=O)[C@@H](I)[C@@]12N[C@@H]1C[NH2+]2",
  "species": ["C", "C", "C", "C", "O", "C", "O", "C", "I", "C", "N", "C", "C", "N", "H", "H", "H", "H", "H", "H", "H", "H", "H", "H", "H", "H", "H", "H", "H", "H"],
  "coordinates": [[2.68, 1.00, -1.49], [2.29, 1.38, -0.09], [2.23, 2.87, 0.14], [2.93, 0.50, 1.05], [0.79, 1.14, 0.08], [0.29, 0.00, 0.03], [0.77, -1.08, -0.18], [-1.31, 0.13, 0.48], [-2.46, 1.94, 0.04], [-2.15, -1.11, -0.07], [-1.90, -1.95, -1.24], [-1.99, -2.61, -0.04], [-3.48, -2.70, 0.44], [-3.58, -1.14, 0.17], [2.77, -0.09, -1.43], [1.81, 1.33, -2.13], [3.52, 1.63, -1.95], [1.63, 3.29, 0.86], [1.87, 3.43, -0.83], [3.28, 3.34, 0.23], [3.91, 0.83, 1.23], [2.23, 0.57, 1.95], [2.96, -0.50, 0.82], [-1.03, 0.16, 1.58], [-0.97, -1.83, -1.65], [-1.30, -3.23, 0.52], [-4.17, -3.14, -0.27], [-3.71, -2.84, 1.47], [-4.10, -0.82, -0.67], [-3.83, -0.52, 0.96]]
}